Formula: C44H35BrF5GeN3O2RuS
Source: the OMol25 dataset
Level of theory: wB97M-V/def2-TZVPD

Output
F_max: 0.62 eV Å⁻¹
Total charge: -1
HOMO-LUMO gap (spin up / spin down): 0.2602 / 0.2464 Eh
Multiplicity: 2
HOMO level (spin up / spin down): -4.82 / -4.86 eV
Energy relative to the best compared isomer or geometry (same formula, charge and spin): 19.7 kJ/mol
E_tot: -208325.2009 eV

Geometry as XYZ:
```
93
Properties=species:S:1:pos:R:3:forces:R:3
Ru -0.559161 0.845119 -0.109274 0.546 -0.200 -0.220
O 2.058037 -2.435632 1.565502 -0.184 0.284 -0.221
C 1.628563 -2.404201 2.841305 -0.044 0.020 0.039
C 2.388806 -3.083543 3.794376 -0.007 0.016 0.020
C 2.005289 -3.097115 5.121865 0.011 -0.010 -0.016
C 0.849877 -2.437180 5.520193 -0.011 0.003 0.020
C 0.094290 -1.768812 4.570447 -0.038 -0.022 0.038
C 0.460609 -1.728709 3.227705 0.048 -0.012 -0.052
C -0.428240 -0.986060 2.233171 -0.093 0.065 -0.041
O 0.112049 -0.857224 0.969279 0.135 0.103 0.137
N -0.741652 0.321366 2.843609 0.040 0.110 -0.019
N -1.362043 1.183454 2.021369 0.120 -0.015 0.092
C -1.613650 2.408299 2.576070 -0.069 -0.046 0.086
C -2.389417 3.297360 1.977323 0.074 0.036 -0.023
Br -0.891326 3.088753 -1.253576 -0.009 0.054 -0.030
C -3.146385 4.170486 1.382811 0.015 -0.062 0.001
C -4.612335 4.228784 1.552949 -0.035 0.033 -0.022
C -5.341246 3.084884 1.874004 -0.003 0.014 0.015
C -6.714636 3.155654 2.038106 0.003 -0.016 -0.001
C -7.379489 4.364397 1.876228 -0.010 0.010 0.007
C -6.662250 5.502532 1.537659 -0.012 0.013 -0.001
C -5.287338 5.433119 1.371676 0.004 -0.020 -0.022
H 1.392267 -1.882140 1.057314 0.139 -0.130 0.140
H 3.283201 -3.592188 3.458085 0.002 -0.004 -0.004
H 2.608444 -3.627826 5.848366 0.005 -0.001 0.002
H 0.537595 -2.446039 6.556278 0.000 -0.004 0.002
H -0.816728 -1.264705 4.872692 -0.005 0.003 -0.016
H -1.399091 -1.500787 2.171724 0.086 0.037 0.098
H -0.006457 0.719340 3.425824 -0.034 -0.013 0.040
H -1.186782 2.635821 3.554725 -0.027 -0.009 0.005
H -2.687233 4.858934 0.677222 0.003 0.025 0.017
H -4.821547 2.139134 1.961155 0.001 -0.008 0.005
H -7.271821 2.258295 2.275881 -0.001 -0.002 0.004
H -8.453951 4.415222 1.999909 -0.003 0.000 -0.004
H -7.174887 6.445879 1.395419 -0.002 -0.001 0.002
H -4.727296 6.318831 1.095940 0.006 0.005 0.007
S 3.963518 1.720977 0.785270 -0.015 -0.032 0.050
C 2.398797 1.005028 0.790714 -0.113 0.127 0.112
N 1.390721 1.809794 0.919347 0.052 -0.203 -0.414
C 1.835147 3.129573 1.031585 -0.046 -0.010 0.186
C 1.034124 4.257234 1.225893 0.039 -0.005 -0.026
C 1.642100 5.485754 1.362707 -0.017 -0.009 -0.008
C 3.034906 5.618785 1.307214 0.020 0.019 0.003
C 3.840584 4.516107 1.124794 0.020 0.003 -0.004
C 3.225482 3.272296 0.994391 0.001 -0.017 -0.015
H 2.280200 -0.063072 0.703667 0.014 -0.021 -0.061
H -0.037585 4.154209 1.237410 -0.048 -0.027 -0.008
H 1.028983 6.366612 1.502201 -0.003 0.002 0.002
H 3.484102 6.598438 1.408799 0.006 0.003 0.003
H 4.917969 4.608512 1.087329 0.006 0.005 0.001
F -3.372969 1.093468 0.029744 -0.012 -0.069 -0.091
C -2.462099 0.379199 -0.741930 -0.081 0.011 -0.009
F -2.748732 0.728565 -2.046893 -0.014 0.026 0.031
C -3.002499 -1.060948 -0.681165 0.046 -0.097 0.043
F -2.828528 -1.620032 0.529218 -0.066 0.018 -0.054
F -2.386994 -1.844787 -1.582851 -0.028 0.020 0.053
F -4.323381 -1.127334 -0.943210 0.089 0.015 -0.029
C 0.134114 0.183963 -1.665285 -0.323 0.246 0.338
Ge 0.967295 -1.528257 -2.165196 -0.050 -0.118 -0.117
C 0.710635 -1.584284 -4.120518 -0.013 0.025 0.061
C 1.754651 -1.552013 -5.039779 0.060 -0.079 0.007
C 1.505366 -1.547540 -6.407730 0.016 -0.002 -0.012
C 0.201046 -1.571149 -6.876069 -0.015 0.010 0.000
C -0.853104 -1.600092 -5.971794 0.008 -0.009 -0.023
C -0.597394 -1.606390 -4.609205 -0.046 0.015 0.040
C 2.907710 -1.483102 -1.863808 -0.012 0.064 0.009
C 3.651856 -0.369554 -2.255638 -0.015 0.061 -0.026
C 5.031390 -0.340551 -2.107122 -0.002 0.020 -0.008
C 5.690662 -1.430434 -1.555249 0.020 0.010 0.012
C 4.963995 -2.541036 -1.152143 0.039 -0.005 0.027
C 3.584731 -2.565693 -1.306948 -0.035 -0.022 0.034
C 0.362243 -3.289991 -1.541515 0.017 0.051 0.062
C -0.202580 -3.551826 -0.295979 -0.204 0.034 0.093
C -0.518702 -4.847112 0.086250 -0.003 -0.077 -0.075
C -0.273858 -5.909351 -0.772481 -0.002 0.004 0.016
C 0.282586 -5.665864 -2.019805 -0.005 -0.012 -0.006
C 0.594674 -4.366697 -2.398005 0.040 -0.007 -0.011
H 0.037386 0.790113 -2.578674 -0.013 -0.045 -0.032
H 2.781528 -1.541528 -4.690535 0.004 0.026 0.014
H 2.333046 -1.523685 -7.106693 0.001 0.000 -0.003
H 0.004416 -1.561840 -7.941199 -0.001 -0.003 -0.005
H -1.875620 -1.612253 -6.328696 -0.003 0.001 0.001
H -1.431859 -1.621371 -3.914943 0.014 0.015 -0.016
H 3.147394 0.494027 -2.678850 0.003 0.000 -0.002
H 5.589588 0.535502 -2.414840 -0.001 0.001 0.001
H 6.766693 -1.409260 -1.431589 0.003 -0.003 -0.006
H 5.470501 -3.389383 -0.708123 0.001 -0.002 0.000
H 3.028177 -3.433082 -0.973846 -0.015 -0.019 0.004
H -0.417244 -2.727911 0.375506 0.032 -0.186 -0.212
H -0.961832 -5.023936 1.058701 -0.004 -0.003 0.013
H -0.523015 -6.920525 -0.474212 0.006 -0.012 -0.002
H 0.471640 -6.485381 -2.702741 -0.002 -0.007 -0.002
H 1.023972 -4.194398 -3.378815 0.002 0.013 -0.025
```
Forces are in eV/Å.